Record 1
Entry from the Open Molecules 2025 dataset: a cluster of 12 separate species, C38H107N7O17 in total (ωB97M-V with the def2-TZVPD basis set).

Element x y z (Å)
O: 1.72 -0.91 -1.01
O: -0.48 4.78 -4.38
O: 2.76 1.65 5.22
O: 5.32 -3.04 -3.79
O: 2.24 5.16 0.13
O: -3.58 1.67 -2.35
O: -1.03 2.55 3.14
O: -1.40 -2.50 6.79
O: 4.76 1.25 3.34
O: -3.21 0.15 0.27
O: -2.83 -0.93 3.02
O: 2.39 -4.29 0.24
O: 5.33 3.48 1.09
O: -5.16 0.12 4.61
O: -2.09 -2.58 0.80
O: -0.50 -4.91 0.79
O: 0.63 -4.14 -4.93
N: 4.69 -0.24 -1.37
N: -4.63 2.43 2.38
N: -6.12 1.54 -1.34
N: -1.36 -5.73 -6.02
N: -0.35 0.02 1.88
N: 2.80 4.93 -2.79
N: -0.69 -2.89 3.18
C: 0.22 -5.12 -0.45
C: 4.26 3.91 0.25
C: -1.67 -2.36 5.43
C: 6.36 -2.52 -4.58
C: -3.19 2.57 2.15
C: 4.59 -2.07 -3.09
C: 1.65 1.11 1.10
C: 4.77 2.44 4.12
C: 4.11 2.09 5.42
C: -1.71 5.39 -4.04
C: 5.58 -2.45 -0.81
C: -0.10 -6.30 -5.48
C: 0.44 0.30 0.70
C: 0.77 -1.91 4.88
C: 1.34 2.96 -3.10
C: 0.92 -1.03 0.16
C: -0.45 -2.81 4.63
C: -4.28 2.89 -2.34
C: -2.48 -1.98 -0.44
C: 3.35 4.86 0.97
C: -4.46 -1.11 4.81
C: -2.93 3.73 1.20
C: 0.99 -0.64 -2.16
C: -6.48 3.93 -1.86
C: 1.02 -5.32 -5.60
C: -5.79 2.63 -2.28
C: 0.17 -7.63 -6.13
C: 0.56 5.27 -3.58
C: 5.35 -1.45 -1.93
C: -2.20 1.76 -2.46
C: -3.66 -1.07 -0.32
C: -4.02 -1.62 3.46
C: -0.20 2.61 4.29
C: 1.75 4.32 -3.64
C: -2.47 -2.10 7.59
C: 1.51 -3.05 -5.15
C: -2.40 2.70 3.45
C: 1.29 -4.10 -0.63
H: -2.70 1.84 4.07
H: 2.26 0.57 1.84
H: -1.05 -4.12 0.67
H: 2.80 1.04 4.47
H: 2.24 2.34 -2.97
H: -0.26 3.61 4.73
H: 0.36 0.26 -2.12
H: -3.51 4.63 1.47
H: -3.65 -1.08 5.53
H: -3.74 -2.66 3.57
H: -1.24 -0.38 1.60
H: -0.47 1.89 5.07
H: 0.07 -1.70 -0.04
H: -3.90 3.51 -1.51
H: -4.48 -1.57 0.21
H: -3.99 0.59 0.63
H: 0.40 -1.52 -2.45
H: 1.21 -5.10 -6.66
H: -1.74 -5.09 -5.34
H: -5.05 3.31 2.65
H: -6.02 1.92 -0.40
H: 4.26 3.25 3.59
H: 6.31 -1.08 -2.29
H: 0.93 -3.07 -0.51
H: -2.17 -2.11 8.64
H: -1.75 2.54 -1.83
H: -2.04 5.13 -3.03
H: -4.07 -0.84 -1.32
H: 6.87 -3.38 -5.00
H: 6.38 -2.18 -0.13
H: -1.93 1.99 -3.50
H: -0.50 -5.03 -1.27
H: -0.51 0.87 2.41
H: -1.74 0.82 -2.18
H: 2.08 4.29 -4.68
H: 5.40 1.32 2.62
H: -0.31 -6.47 -4.41
H: -2.17 -1.89 1.48
H: 4.65 1.30 5.96
H: -0.14 0.83 -0.07
H: -4.75 1.79 3.17
H: -0.59 -1.95 2.81
H: -2.50 -2.98 5.06
H: 0.80 6.30 -3.87
H: -4.07 3.42 -3.29
H: 4.66 4.29 -0.70
H: -1.88 -1.31 5.18
H: 1.55 5.54 0.68
H: -0.63 -8.33 -5.87
H: 0.83 2.45 3.99
H: 3.90 5.80 1.16
H: 5.92 -1.97 -5.44
H: 0.88 3.06 -2.11
H: 0.64 2.41 -3.72
H: 2.34 1.34 0.28
H: 1.66 -4.15 -1.66
H: -2.83 1.68 1.61
H: -4.80 -1.47 2.71
H: -3.05 0.00 2.94
H: -7.56 3.84 -2.03
H: 3.74 -2.64 -2.68
H: 1.11 -8.06 -5.77
H: 2.44 4.87 -1.83
H: -6.23 4.71 -2.59
H: 1.54 -1.50 0.91
H: 3.75 2.98 -0.04
H: -2.76 -1.06 7.39
H: 1.41 2.08 1.55
H: 0.23 5.34 -2.53
H: 7.04 -1.85 -4.06
H: 5.80 2.76 4.32
H: 4.66 -2.57 -0.22
H: -6.11 2.40 -3.29
H: 1.64 -2.18 4.29
H: 3.07 4.40 1.91
H: 3.85 -0.51 -0.86
H: 1.18 -2.28 -4.45
H: -1.64 6.48 -4.16
H: -1.63 -1.47 -0.92
H: -1.87 3.99 1.17
H: -5.19 -1.84 5.21
H: 0.18 -7.57 -7.22
H: 1.95 -5.73 -5.18
H: -2.67 -2.82 -1.10
H: 2.02 -4.45 1.12
H: -3.22 3.49 0.17
H: -2.60 3.68 3.91
H: 5.77 2.73 0.68
H: 4.29 0.23 -2.18
H: 0.60 -6.13 -0.36
H: -5.31 0.93 -1.40
H: -0.13 -3.79 5.00
H: 3.59 4.29 -2.77
H: -5.42 0.50 5.45
H: 2.52 -3.33 -4.85
H: 4.07 2.96 6.09
H: -2.45 5.05 -4.77
H: 0.54 -0.85 4.73
H: 5.82 -3.42 -1.24
H: -2.03 -6.49 -6.07
H: -1.65 -3.18 3.01
H: 1.37 -2.61 -6.15
H: 1.68 -0.40 -2.98
H: 4.21 -1.30 -3.77
H: 1.02 -1.97 5.94
H: -3.29 -2.83 7.54
H: -6.24 4.22 -0.84

Output
Energy above the lowest of the compared OMol25 structures with the same formula, charge and spin (kcal/mol): 5.1
2S+1: 1
LUMO level (eV): 0.126
Frontier orbital gap (Ha): 0.3181

Löwdin atomic charge list, values in e, 5 entries: number 1, O, carries -0.2037; number 2, O, carries -0.1881; number 3, O, carries -0.0868; number 4, O, carries -0.1875; number 5, O, carries -0.0802

***

Record 2
Entry from the Open Molecules 2025 dataset: a cluster of 14 separate species, C38H110F6N8O14P in total (ωB97M-V with the def2-TZVPD basis set).

Element x y z (Å)
P: -20.74 13.37 -16.19
F: -19.69 14.59 -16.56
F: -21.38 13.36 -17.74
F: -19.64 12.21 -16.68
F: -21.77 14.48 -15.70
F: -21.72 12.12 -15.81
F: -20.00 13.43 -14.73
O: -16.93 11.22 -13.00
O: -22.79 14.58 -20.00
O: -18.28 14.68 -21.42
O: -19.20 17.84 -17.92
O: -20.37 11.70 -10.19
O: -27.05 11.12 -19.81
O: -15.84 9.04 -16.78
O: -22.32 13.32 -22.47
O: -19.74 10.15 -19.35
O: -17.44 16.46 -12.64
O: -22.14 10.53 -17.92
O: -15.58 14.28 -16.25
O: -21.63 12.03 -20.30
O: -25.81 16.50 -13.53
N: -22.13 16.68 -14.17
N: -19.58 9.27 -16.73
N: -16.42 17.54 -17.72
N: -15.31 12.00 -9.78
N: -22.19 13.62 -12.82
N: -25.04 13.33 -19.81
N: -19.23 13.07 -19.40
N: -16.47 16.83 -9.12
C: -26.01 17.19 -12.31
C: -25.27 12.41 -18.70
C: -21.38 13.38 -11.61
C: -18.38 7.17 -16.68
C: -28.42 10.77 -19.74
C: -16.01 13.53 -15.13
C: -20.21 8.98 -20.03
C: -14.97 15.77 -10.70
C: -16.19 15.53 -16.35
C: -15.36 9.29 -15.43
C: -21.19 11.82 -11.27
C: -22.51 11.31 -21.22
C: -18.26 8.66 -16.39
C: -16.22 16.74 -10.55
C: -17.01 12.80 -18.41
C: -23.52 17.13 -14.21
C: -17.50 16.27 -11.26
C: -24.89 13.14 -17.38
C: -23.09 12.18 -22.30
C: -19.90 17.91 -16.68
C: -23.23 15.78 -19.36
C: -17.31 13.97 -20.67
C: -22.08 14.12 -10.45
C: -14.26 16.41 -17.85
C: -14.37 10.76 -11.47
C: -16.85 11.64 -11.64
C: -15.76 16.20 -17.71
C: -18.19 15.52 -13.43
C: -15.32 11.94 -11.22
C: -17.15 9.46 -17.03
C: -18.28 11.00 -13.45
C: -17.80 16.01 -21.67
C: -20.02 10.32 -9.90
C: -17.90 13.65 -19.30
C: -26.81 12.03 -18.75
C: -23.01 9.53 -17.51
C: -24.43 16.00 -13.65
C: -23.82 17.69 -15.61
H: -23.06 18.47 -15.73
H: -15.77 11.21 -9.35
H: -17.18 9.35 -18.11
H: -23.09 13.17 -12.80
H: -19.42 9.77 -10.62
H: -17.36 17.54 -17.38
H: -22.47 15.08 -10.79
H: -22.61 8.92 -16.69
H: -17.09 13.35 -15.05
H: -24.06 15.60 -12.71
H: -18.51 7.00 -17.75
H: -17.66 15.22 -11.00
H: -23.86 13.49 -17.39
H: -16.87 15.98 -22.24
H: -20.32 8.73 -16.30
H: -14.09 16.20 -10.21
H: -18.55 10.11 -12.87
H: -24.78 18.20 -15.68
H: -25.37 18.07 -12.23
H: -18.01 14.59 -18.76
H: -18.13 8.75 -15.31
H: -25.44 12.91 -20.64
H: -15.60 17.08 -8.67
H: -16.05 8.86 -14.71
H: -25.67 16.58 -11.48
H: -16.33 14.41 -20.57
H: -23.48 13.99 -19.68
H: -19.50 13.27 -18.45
H: -24.47 15.13 -14.31
H: -15.97 16.19 -15.50
H: -17.28 10.52 -16.79
H: -23.32 8.88 -18.33
H: -17.46 12.54 -11.47
H: -19.30 17.54 -15.84
H: -23.85 16.88 -16.35
H: -17.01 17.65 -8.87
H: -19.26 15.69 -13.44
H: -16.07 18.13 -16.98
H: -24.63 11.53 -18.78
H: -14.33 10.56 -12.54
H: -15.91 17.72 -10.89
H: -21.99 15.92 -14.82
H: -27.04 17.49 -12.15
H: -17.32 10.98 -10.92
H: -17.92 14.48 -13.23
H: -21.70 10.94 -17.17
H: -19.20 6.72 -16.13
H: -19.64 10.19 -16.31
H: -20.82 9.63 -9.66
H: -15.01 14.76 -10.29
H: -23.88 9.98 -17.03
H: -19.06 12.08 -19.43
H: -15.81 14.16 -14.26
H: -29.15 11.58 -19.74
H: -23.18 11.57 -23.20
H: -23.55 18.00 -13.55
H: -23.33 10.96 -20.59
H: -21.30 14.32 -9.72
H: -19.74 9.82 -18.45
H: -14.78 15.59 -11.76
H: -14.09 16.99 -18.76
H: -16.12 15.63 -18.57
H: -22.17 11.36 -11.13
H: -18.56 16.56 -22.23
H: -18.41 16.77 -10.92
H: -24.99 12.39 -16.59
H: -19.56 8.19 -19.67
H: -21.55 11.46 -19.53
H: -14.37 8.85 -15.45
H: -14.78 9.84 -11.06
H: -20.18 18.94 -16.48
H: -20.68 11.29 -12.08
H: -21.98 16.13 -13.34
H: -28.70 10.35 -20.70
H: -25.54 14.01 -17.27
H: -21.69 13.34 -13.65
H: -20.81 17.31 -16.69
H: -20.39 13.82 -11.74
H: -19.36 10.30 -9.03
H: -25.69 14.10 -19.69
H: -19.53 17.13 -18.48
H: -16.03 13.28 -18.53
H: -20.04 9.13 -21.09
H: -15.46 12.59 -15.06
H: -18.91 11.88 -13.28
H: -22.84 13.55 -9.92
H: -17.26 15.32 -16.42
H: -18.27 10.75 -14.51
H: -13.95 16.99 -16.98
H: -15.89 12.76 -9.45
H: -15.24 10.35 -15.23
H: -17.46 6.64 -16.40
H: -28.65 10.09 -18.92
H: -27.45 12.92 -18.76
H: -13.35 10.93 -11.14
H: -22.80 13.77 -23.16
H: -16.98 11.78 -18.78
H: -18.04 15.66 -14.50
H: -21.94 10.52 -21.70
H: -24.11 12.45 -22.00
H: -13.77 15.44 -17.89
H: -22.91 15.83 -18.32
H: -17.00 13.09 -21.24
H: -24.31 15.83 -19.28
H: -14.93 12.87 -11.63
H: -17.30 12.78 -17.36
H: -27.12 11.58 -17.81
H: -17.55 16.53 -20.75
H: -22.87 16.75 -19.71
H: -21.24 8.77 -19.71

Output
Total charge: -1
Energy above the lowest of the compared OMol25 structures with the same formula, charge and spin (kcal/mol): 57.3
2S+1: 1
LUMO level (eV): 2.003
Frontier orbital gap (Ha): 0.2581

Löwdin atomic charge list, values in e, 5 entries: number 1, P, carries 0.3166; number 2, F, carries -0.1528; number 3, F, carries -0.1448; number 4, F, carries -0.1765; number 5, F, carries -0.1516

***

> Which formula does entry 1 have?

C38H107N7O17

***

> The highest LUMO level belongs to which entry?

C38H110F6N8O14P

***

> 2S+1 of number 2 (C38H110F6N8O14P)?

1

***

> Which of these has the lowest frontier orbital gap?

C38H110F6N8O14P